P) This record from the Open Molecules 2025 dataset describes the molecule C6H11NO2. The level of theory is ωB97M-V/def2-TZVPD.

Positions of all 20 atoms, in Å:
C: 1.16 1.80 -0.12
C: -1.76 1.00 0.07
C: -1.56 -1.53 0.12
C: 1.61 -0.66 0.20
C: 0.81 0.35 -0.31
C: -0.97 -0.22 -0.37
O: 1.49 -1.89 -0.27
O: 2.60 -0.45 1.08
N: -0.07 -0.20 -1.36
H: 3.16 -1.24 1.10
H: 0.83 -1.69 -1.04
H: 0.55 2.30 0.63
H: 2.20 1.90 0.19
H: 1.03 2.32 -1.07
H: -2.80 0.82 -0.22
H: -1.75 1.13 1.16
H: -1.43 1.90 -0.42
H: -2.01 -2.02 -0.75
H: -0.78 -2.20 0.49
H: -2.31 -1.40 0.89

Orbital gap: 8.37 eV
Multiplicity: 1
HOMO level: -7.7 eV

natural (NBO) population analysis, charges in e, atoms 1 to 8: C -0.637; C -0.686; C -0.703; C 0.650; C -0.060; C 0.419; O -0.700; O -0.655


Q) This record from the Open Molecules 2025 dataset describes the molecule C6H11NO2. The level of theory is ωB97M-V/def2-TZVPD.

Positions of all 20 atoms, in Å:
C: 3.32 0.99 0.40
C: 2.31 0.19 -0.31
O: 2.68 -0.43 -1.26
C: 0.91 0.43 -0.07
N: -0.11 -0.42 -0.50
O: 0.02 -1.46 -1.08
C: -1.49 -0.05 -0.15
C: -1.72 -0.69 1.23
C: -2.42 -0.46 -1.24
H: 3.02 2.08 0.55
H: 4.22 0.94 -0.15
H: 3.26 0.75 1.48
H: 0.78 1.28 0.54
H: -1.63 1.07 0.10
H: -2.58 -0.49 1.78
H: -1.78 -1.82 1.27
H: -0.91 -0.38 1.90
H: -2.09 -1.42 -1.67
H: -2.31 0.37 -1.94
H: -3.47 -0.47 -0.89

Orbital gap (alpha / beta): 8.99 / 8.99 eV
Multiplicity: 1
HOMO level (alpha / beta): -9.0 / -9.0 eV

natural (NBO) population analysis, charges in e, atoms 1 to 8: C -0.702; C 0.486; O -0.523; C -0.217; N 0.208; O -0.384; C -0.078; C -0.623


Computed relative energies in units of hartree: P) 0.0000; Q) 0.0324


P) This record from the Open Molecules 2025 dataset describes the molecule C6H11NO2. The level of theory is ωB97M-V/def2-TZVPD.

Positions of all 20 atoms, in Å:
C: 1.03 -2.31 1.28
C: 0.79 -1.43 0.06
N: -0.16 -1.90 -0.95
O: -0.99 -2.78 -0.66
C: -0.21 -0.01 0.59
O: 0.51 1.08 0.95
C: -0.35 1.21 -0.22
C: -1.64 1.93 0.05
C: 0.53 1.55 -1.45
H: 1.93 -2.85 0.97
H: 0.10 -2.78 1.46
H: 1.32 -1.53 2.06
H: 1.50 -0.95 -0.47
H: -1.01 -0.33 1.27
H: -1.76 1.95 1.13
H: -2.27 1.31 -0.60
H: -1.57 2.91 -0.26
H: 0.89 2.54 -1.34
H: -0.09 1.44 -2.42
H: 1.45 0.95 -1.46

Orbital gap: 9.00 eV
Multiplicity: 1
HOMO level: -8.9 eV

natural (NBO) population analysis, charges in e, atoms 1 to 8: C -0.655; C -0.117; N 0.114; O -0.332; C 0.109; O -0.509; C 0.227; C -0.639


Q) This record from the Open Molecules 2025 dataset describes the molecule C6H11NO2. The level of theory is ωB97M-V/def2-TZVPD.

Positions of all 20 atoms, in Å:
C: -0.70 2.15 -0.99
O: -0.03 1.36 -0.03
C: 0.57 -0.21 -0.18
C: 0.30 -0.70 -1.59
N: 1.90 -0.26 0.15
C: -0.40 -0.63 0.89
C: -0.12 -1.60 2.00
C: -1.45 0.18 0.82
O: -2.58 0.49 1.02
H: -1.10 1.63 -1.86
H: -1.57 2.59 -0.49
H: -0.03 2.96 -1.30
H: -0.73 -0.51 -1.87
H: 0.94 -0.20 -2.31
H: 0.48 -1.77 -1.62
H: 2.12 0.11 1.06
H: 2.56 -0.01 -0.57
H: -0.98 -1.65 2.67
H: 0.75 -1.31 2.60
H: 0.05 -2.61 1.61

Orbital gap: 8.66 eV
Multiplicity: 1
HOMO level: -7.8 eV

natural (NBO) population analysis, charges in e, atoms 1 to 8: C -0.260; O -0.621; C 0.475; C -0.648; N -0.813; C -0.408; C -0.601; C 0.768


Computed relative energies in units of hartree: P) 0.0978; Q) 0.0000


P) This record from the Open Molecules 2025 dataset describes the molecule C11H13N. The level of theory is ωB97M-V/def2-TZVPD.

Positions of all 25 atoms, in Å:
N: 1.35 1.72 -1.11
C: 1.97 0.69 -0.28
C: 1.82 -0.80 -0.94
C: 0.85 -1.53 0.03
C: 1.34 -0.99 1.43
C: 1.07 0.51 0.98
C: -0.33 0.40 0.51
C: -1.43 1.20 0.77
C: -2.71 0.84 0.19
C: -2.84 -0.38 -0.52
C: -1.73 -1.18 -0.69
C: -0.48 -0.82 -0.11
H: 2.00 1.94 -1.84
H: 1.33 2.61 -0.56
H: 3.07 1.00 -0.06
H: 2.78 -1.22 -1.21
H: 1.43 -0.62 -1.94
H: 0.80 -2.59 -0.07
H: 2.37 -1.43 1.73
H: 0.62 -1.28 2.19
H: 1.30 1.26 1.79
H: -1.23 2.09 1.35
H: -3.50 1.54 0.29
H: -3.72 -0.72 -1.06
H: -1.95 -2.18 -1.18

Orbital gap: 9.54 eV
Multiplicity: 1
HOMO level: -8.5 eV

natural (NBO) population analysis, charges in e, atoms 1 to 8: N -0.833; C -0.034; C -0.420; C -0.252; C -0.378; C -0.257; C -0.013; C -0.198


Q) This record from the Open Molecules 2025 dataset describes a structure of composition C11H13N. The level of theory is ωB97M-V/def2-TZVPD.

Positions of all 25 atoms, in Å:
C: 1.26 0.28 -1.31
C: 0.75 1.44 -0.46
C: 1.33 1.03 0.94
C: 1.67 -1.15 0.34
C: 0.72 -1.05 -0.84
C: -0.50 -0.63 -0.19
C: -1.62 -1.46 -0.05
C: -2.98 -0.86 0.04
C: -3.12 0.55 0.24
C: -1.92 1.47 -0.04
C: -0.71 0.80 -0.34
H: 2.38 0.20 -1.57
H: 1.12 0.45 -2.37
H: 1.06 2.43 -1.00
H: 0.95 1.53 1.78
H: 2.36 1.48 1.09
H: 1.83 -0.57 2.20
H: 1.92 -2.33 0.74
H: 2.92 -0.70 -0.11
H: 0.46 -1.86 -1.70
H: -1.26 -2.46 -0.07
H: -3.60 -1.67 0.54
H: -4.12 0.84 0.70
H: -1.99 2.54 0.05
N: 1.09 -0.32 1.39

Orbital gap: 8.96 eV
Multiplicity: 1
HOMO level: -8.2 eV

natural (NBO) population analysis, charges in e, atoms 1 to 8: C -0.404; C -0.267; C -0.251; C -0.188; C -0.353; C 0.012; C -0.196; C -0.249


Computed relative energies in units of hartree: P) 0.0000; Q) 0.2058


P) This record from the Open Molecules 2025 dataset describes the molecule C2H3FO2. The level of theory is ωB97M-V/def2-TZVPD.

Positions of all 8 atoms, in Å:
C: 0.98 0.06 -0.01
C: -0.74 0.03 0.02
F: -1.10 1.30 0.03
O: -1.53 -0.79 0.69
O: -1.53 -0.80 -0.71
H: 1.14 0.53 -0.92
H: 1.45 -0.97 -0.02
H: 1.31 0.64 0.91

Orbital gap: 11.62 eV
Multiplicity: 1
HOMO level: -10.7 eV

Okay, here come the natural (NBO) numbers, in e, for every atom: C -0.654; C 0.791; F -0.321; O -0.248; O -0.250; H 0.218; H 0.231; H 0.234


Q) This record from the Open Molecules 2025 dataset describes the molecule C2H3FO2. The level of theory is ωB97M-V/def2-TZVPD.

Positions of all 8 atoms, in Å:
C: 0.17 0.03 -0.01
C: 1.66 0.12 0.04
F: 2.07 1.39 0.03
O: 2.45 -0.73 -0.70
O: 2.44 -0.76 0.67
H: -0.28 0.80 0.54
H: -0.08 -0.94 0.07
H: -0.26 0.21 -1.04

Orbital gap: 11.38 eV
Multiplicity: 1
HOMO level: -10.4 eV

Okay, here come the natural (NBO) numbers, in e, for every atom: C -0.689; C 0.782; F -0.318; O -0.249; O -0.242; H 0.241; H 0.236; H 0.239


R) This record from the Open Molecules 2025 dataset describes the molecule C2H3FO2. The level of theory is ωB97M-V/def2-TZVPD.

Positions of all 8 atoms, in Å:
C: -0.34 0.59 -0.15
C: 0.93 -0.12 -0.02
O: -1.59 -0.01 -0.06
O: -2.17 -1.37 0.40
F: -0.41 1.78 -0.51
H: 0.49 -1.04 0.39
H: 1.52 0.33 0.78
H: 1.57 -0.16 -0.84

Orbital gap (alpha / beta): 8.80 / 8.80 eV
Multiplicity: 1
HOMO level (alpha / beta): -9.2 / -9.2 eV

Okay, here come the natural (NBO) numbers, in e, for every atom: C 0.896; C -0.767; O -0.291; O -0.416; F -0.237; H 0.290; H 0.259; H 0.266


Computed relative energies in units of hartree: P) 0.0083; Q) 0.0000; R) 0.0852


P) This record from the Open Molecules 2025 dataset describes a cluster of 2 separate species, C6H18N2O in total. The level of theory is ωB97M-V/def2-TZVPD.

Positions of all 27 atoms, in Å:
C: 1.27 -2.77 0.36
C: 0.76 -1.56 1.12
N: -0.42 -0.96 0.48
C: -0.24 0.38 -0.07
C: 0.81 0.38 -1.19
C: 0.74 1.65 -2.02
C: 0.05 1.47 0.99
N: -0.98 2.50 0.97
H: 2.02 -3.33 0.93
H: 0.45 -3.45 0.13
H: 1.72 -2.49 -0.59
H: 0.51 -1.85 2.14
H: 1.56 -0.82 1.19
H: -1.19 -0.95 1.14
H: -1.19 0.65 -0.56
H: 0.64 -0.50 -1.80
H: 1.81 0.26 -0.76
H: -0.18 1.67 -2.61
H: 1.59 1.73 -2.70
H: 0.74 2.54 -1.38
H: 0.17 1.00 1.97
H: 1.00 1.95 0.78
H: -0.81 3.22 1.66
H: -1.89 2.12 1.16
O: -3.34 -1.13 -0.41
H: -2.48 -1.55 -0.52
H: -3.14 -0.19 -0.38

Orbital gap: 9.94 eV
Multiplicity: 1
HOMO level: -9.1 eV

natural (NBO) population analysis, charges in e, atoms 1 to 8: C -0.609; C -0.228; N -0.657; C -0.047; C -0.404; C -0.607; C -0.242; N -0.837


Q) This record from the Open Molecules 2025 dataset describes a cluster of 2 separate species, C6H18N2O in total. The level of theory is ωB97M-V/def2-TZVPD.

Positions of all 27 atoms, in Å:
C: 0.32 2.25 -2.20
N: 0.99 1.04 -1.70
C: 0.71 1.00 -0.20
C: 1.01 -0.39 0.41
N: 1.78 -0.29 1.71
C: -0.41 -1.15 0.64
C: -0.20 -2.67 0.77
C: -1.39 -0.91 -0.53
H: 0.80 3.19 -1.92
H: -0.71 2.26 -2.06
H: 0.51 2.21 -3.35
H: 0.63 0.23 -2.19
H: -0.32 1.24 0.04
H: 1.31 1.77 0.35
H: 1.69 -0.85 -0.35
H: 1.47 -0.93 2.46
H: 2.79 -0.42 1.56
H: -0.83 -0.63 1.52
H: -1.13 -3.32 0.70
H: 0.25 -3.05 1.78
H: 0.45 -3.01 -0.05
H: -0.97 -1.45 -1.47
H: -1.47 0.17 -0.84
H: -2.34 -1.37 -0.29
O: -1.62 1.35 1.96
H: -1.31 2.21 2.09
H: -2.02 1.53 1.12

Orbital gap: 9.61 eV
Multiplicity: 1
HOMO level: -8.9 eV

natural (NBO) population analysis, charges in e, atoms 1 to 8: C -0.416; N -0.629; C -0.245; C -0.043; N -0.868; C -0.254; C -0.619; C -0.614


Computed relative energies in units of hartree: P) 0.0000; Q) 0.0485


P) This record from the Open Molecules 2025 dataset describes the molecule C6H6O2S. The level of theory is ωB97M-V/def2-TZVPD.

Positions of all 15 atoms, in Å:
C: -1.89 -0.06 -0.29
C: -0.59 -0.33 0.52
O: -0.37 -1.87 0.65
C: 0.65 -2.26 -0.08
C: 1.42 -1.62 -0.87
C: 1.88 -0.31 -0.71
S: 3.40 -0.12 0.46
C: 0.51 0.55 0.02
O: 0.55 1.71 -0.15
H: -1.89 -0.71 -1.17
H: -1.77 0.99 -0.50
H: -2.81 -0.17 0.25
H: -0.82 -0.16 1.58
H: 2.32 0.30 -1.62
H: 2.71 0.19 1.55

Orbital gap (alpha / beta): 8.29 / 8.29 eV
Multiplicity: 1
HOMO level (alpha / beta): -9.0 / -9.0 eV

natural (NBO) population analysis, charges in e, atoms 1 to 8: C -0.611; C -0.041; O -0.476; C 0.320; C -0.137; C -0.455; S -0.049; C 0.621


Q) This record from the Open Molecules 2025 dataset describes the molecule C6H6O2S. The level of theory is ωB97M-V/def2-TZVPD.

Positions of all 15 atoms, in Å:
O: 2.54 -0.59 0.95
S: 1.63 -0.39 -0.12
O: 2.06 -0.47 -1.48
C: -0.15 -1.64 0.14
C: -0.89 -2.68 -0.06
C: -1.57 -1.39 0.43
C: 0.95 1.19 0.16
C: 0.44 2.30 0.69
C: 0.10 2.10 -0.72
H: -0.88 -3.64 -0.42
H: -2.33 -0.81 -0.24
H: -1.88 -1.24 1.55
H: 0.23 2.87 1.52
H: -0.89 1.68 -0.97
H: 0.66 2.72 -1.42

Orbital gap: 9.43 eV
Multiplicity: 1
HOMO level: -9.9 eV

natural (NBO) population analysis, charges in e, atoms 1 to 8: O -0.891; S 2.136; O -0.877; C -0.154; C -0.184; C -0.432; C -0.335; C -0.059


Computed relative energies in units of hartree: P) 0.0000; Q) 0.0775


P) This record from the Open Molecules 2025 dataset describes a cluster of 2 separate species, C3H10NOS in total. The level of theory is ωB97M-V/def2-TZVPD.

Positions of all 16 atoms, in Å:
C: -1.15 -1.32 1.62
S: -2.61 -0.43 0.97
C: -1.85 0.91 -0.01
H: -1.52 -2.21 2.11
H: -0.52 -1.75 0.83
H: -0.60 -0.59 2.24
H: -0.91 0.48 -0.34
H: -1.79 1.86 0.56
H: -2.50 1.12 -0.86
N: 2.15 1.15 -1.42
C: 1.54 -0.17 -0.90
O: 1.50 -0.15 0.46
H: 2.88 0.84 -2.04
H: 2.58 1.50 -0.53
H: 2.22 -0.94 -1.25
H: 0.59 -0.33 -1.44

Orbital gap (alpha / beta): 9.12 / 6.09 eV
Multiplicity: 2
⟨S²⟩: 0.755
HOMO level (alpha / beta): -8.3 / -8.3 eV

natural (NBO) population analysis, charges in e, atoms 1 to 8: C -0.730; S 0.145; C -0.736; H 0.228; H 0.211; H 0.224; H 0.210; H 0.219


Q) This record from the Open Molecules 2025 dataset describes a cluster of 2 separate species, C3H10NOS in total. The level of theory is ωB97M-V/def2-TZVPD.

Positions of all 16 atoms, in Å:
C: -1.44 -1.75 1.04
C: -0.48 -1.00 0.10
C: -0.58 0.52 0.33
S: 0.87 1.53 0.07
N: 0.86 -1.56 0.39
H: -2.45 -1.34 0.99
H: -1.06 -1.63 2.05
H: -1.40 -2.81 0.75
H: -0.62 -1.29 -0.93
H: -1.31 0.90 -0.38
H: -0.89 0.75 1.34
H: 1.45 -1.42 -0.42
H: 1.33 -1.00 1.09
H: 2.49 2.93 -1.79
H: 1.15 3.63 -2.21
O: 2.08 3.55 -2.40

Orbital gap (alpha / beta): 10.52 / 7.02 eV
Multiplicity: 2
⟨S²⟩: 0.753
HOMO level (alpha / beta): -9.7 / -9.4 eV

natural (NBO) population analysis, charges in e, atoms 1 to 8: C -0.604; C -0.071; C -0.612; S 0.092; N -0.823; H 0.201; H 0.205; H 0.227


Computed relative energies in units of hartree: P) 0.0601; Q) 0.0000


P) This record from the Open Molecules 2025 dataset describes a cluster of 2 separate species, C3H9N2O3 in total. The level of theory is ωB97M-V/def2-TZVPD.

Positions of all 17 atoms, in Å:
C: 3.07 0.51 -0.95
C: -0.32 -0.53 2.09
C: -2.61 -0.26 -1.08
N: 0.84 -0.07 -0.66
N: -1.08 0.75 0.32
O: 1.81 0.48 -0.19
O: -1.23 -0.41 1.03
O: -1.90 0.86 -0.62
H: 2.86 0.07 -1.96
H: 3.78 0.04 -0.30
H: 3.22 1.72 -1.04
H: -0.62 -1.15 2.94
H: -0.13 0.54 2.52
H: 0.52 -0.89 1.45
H: -1.87 -0.98 -1.58
H: -3.35 0.16 -1.66
H: -2.98 -0.87 -0.31

Orbital gap (alpha / beta): 7.86 / 7.47 eV
Multiplicity: 1
Net charge: +1
HOMO level (alpha / beta): -13.5 / -13.0 eV

natural (NBO) population analysis, charges in e, atoms 1 to 8: C -0.292; C -0.288; C -0.304; N 0.049; N 0.428; O -0.196; O -0.296; O -0.177


Q) This record from the Open Molecules 2025 dataset describes a structure of composition C3H9N2O3. The level of theory is ωB97M-V/def2-TZVPD.

Positions of all 17 atoms, in Å:
O: -0.45 -1.64 -0.48
C: 0.36 -1.13 0.37
C: 1.72 -0.61 -0.25
N: 1.42 0.51 -1.10
H: 0.71 -1.75 1.21
H: 2.39 -0.33 0.57
H: 2.21 -1.33 -0.91
H: 2.22 1.04 -1.42
H: -0.37 -0.50 -0.59
H: 0.54 1.12 -1.00
N: -2.37 0.27 0.42
C: -1.11 0.89 0.77
O: -0.61 1.63 -0.21
O: -0.17 -0.04 1.27
H: -2.27 -0.60 -0.10
H: -2.83 0.95 -0.20
H: -1.38 1.52 1.65

Orbital gap: 5.19 eV
Multiplicity: 1
Net charge: +1
HOMO level: -14.9 eV

natural (NBO) population analysis, charges in e, atoms 1 to 8: O -0.562; C 0.263; C -0.300; N -0.503; H 0.246; H 0.261; H 0.295; H 0.423


Computed relative energies in units of hartree: P) 0.0293; Q) 0.0000